(1)
A molecular structure, C32H28BrMnN2O3S2 in a non-equilibrium geometry, computed with ωB97M-V/def2-TZVPD.

Calculated values
- HOMO energy (alpha / beta) (eV) = -9.430 / -10.285
- Kohn-Sham gap (alpha / beta) (eV) = 6.020 / 6.882
- <S²> = 8.758
- relative energy (zero: lowest compared OMol25 entry of this formula, charge and spin) (kcal per mole) = 28.9

The geometry in ORCA input format:
```
! wB97M-V def2-TZVPD RIJCOSX def2/J DEFGRID3
* xyz 1 6
Mn 1.1815 -0.6398 0.5895
Br -3.0182 -6.5166 -1.0548
C -1.9014 -4.9807 -0.9510
C -1.7887 -4.1495 -2.0636
C -1.0115 -3.0104 -1.9780
C -0.3196 -2.6867 -0.8021
O 0.3755 -1.5832 -0.7174
C -0.4298 -3.5572 0.3368
C 0.2003 -3.2592 1.5604
N 0.9817 -2.2049 1.7955
C 1.5295 -1.9963 3.0380
C 1.4603 -2.8541 4.1462
C 2.0503 -2.5011 5.3469
C 2.7346 -1.3107 5.4916
C 2.8720 -0.4349 4.4027
C 3.5995 0.7729 4.4499
C 3.7084 1.5349 3.3038
C 3.0869 1.1179 2.1353
N 2.3551 -0.0074 2.0535
C 2.2610 -0.7835 3.1672
C -1.2403 -4.7014 0.2252
H -2.3134 -4.3929 -2.9750
H -0.9364 -2.3429 -2.8262
H -0.0160 -3.9387 2.3760
H 0.9559 -3.8024 4.0728
H 1.9712 -3.1750 6.1847
H 3.1814 -1.0389 6.4348
H 4.0730 1.0719 5.3721
H 4.2835 2.4487 3.2911
H 3.1842 1.6914 1.2219
H -1.3432 -5.3496 1.0822
O -0.6837 0.2446 1.4852
S -1.9056 1.0553 1.7859
C -1.3213 2.8391 1.8074
C 0.0667 3.0413 1.2164
C 0.0725 3.7135 -0.1633
C 0.0235 2.7405 -1.3366
S 1.7067 2.0259 -1.6382
O 1.7688 0.8525 -0.6980
C 1.3389 1.3497 -3.2769
C 0.8919 0.0487 -3.4069
C 0.6686 -0.4629 -4.6741
C 0.8952 0.3277 -5.7887
C 1.3373 1.6349 -5.6475
C 1.5651 2.1517 -4.3838
C -2.8290 1.0994 0.2191
C -2.4693 0.2254 -0.7921
C -3.1935 0.2035 -1.9711
C -4.2827 1.0459 -2.1255
C -4.6536 1.9022 -1.0986
C -3.9333 1.9266 0.0828
H -1.3314 3.0924 2.8661
H -2.0809 3.4270 1.2992
H 0.5701 2.0688 1.1559
H 0.6515 3.6493 1.9068
H 0.9821 4.3112 -0.2609
H -0.7709 4.4048 -0.2321
H -0.2728 3.2473 -2.2532
H -0.6418 1.8945 -1.1574
H 0.7408 -0.5515 -2.5198
H 0.3354 -1.4825 -4.7956
H 0.7342 -0.0807 -6.7738
H 1.5191 2.2437 -6.5200
H 1.9185 3.1641 -4.2550
H -1.6285 -0.4379 -0.6399
H -2.9185 -0.4807 -2.7588
H -4.8495 1.0276 -3.0424
H -5.5144 2.5425 -1.2167
H -4.2337 2.5755 0.8925
*
```


(2)
A single C5H8N2O molecule in a non-equilibrium geometry, computed with ωB97M-V/def2-TZVPD.

Calculated values
- HOMO energy (eV) = -8.763
- Kohn-Sham gap (eV) = 8.374
- relative energy (zero: lowest compared OMol25 entry of this formula, charge and spin) (kcal per mole) = 68.8
- SMILES = C/C(N)=C/CN=C=O

The geometry in ORCA input format:
```
! wB97M-V def2-TZVPD RIJCOSX def2/J DEFGRID3
* xyz 0 1
C 0.1443 0.9497 1.7934
C -0.3293 -0.1612 -1.8318
C -0.3193 -0.1817 -0.3211
N -0.9379 -1.3021 0.3152
C -0.2980 1.0314 0.3822
N 1.5558 0.6629 1.4424
C 1.5979 -0.1606 0.4639
O 2.3690 -0.8172 -0.1662
H -1.9135 -1.3774 0.0366
H -0.4919 -2.1617 0.0053
H 0.0825 1.8999 2.3229
H -0.3221 0.1363 2.3521
H -0.1493 1.9683 -0.1442
H 0.1822 -1.0500 -2.2087
H 0.1831 0.7201 -2.2262
H -1.3533 -0.1566 -2.2158
*
```


(3)
2 unconnected molecules or ions with the total composition C6H8N2O2 in a non-equilibrium geometry, computed with ωB97M-V/def2-TZVPD.

Calculated values
- HOMO energy (eV) = -9.952
- Kohn-Sham gap (eV) = 10.396
- relative energy (zero: lowest compared OMol25 entry of this formula, charge and spin) (kcal per mole) = 66.7
- SMILES = N#C[C@]12C[C@H]1N(C=O)C2.O

The geometry in ORCA input format:
```
! wB97M-V def2-TZVPD RIJCOSX def2/J DEFGRID3
* xyz 0 1
O 3.8178 1.0598 0.1205
C 3.1019 0.1597 0.5420
N 1.7649 0.1860 0.5078
C 0.8290 1.1052 -0.1436
C -0.2718 0.0447 0.0525
C 0.1622 -1.2801 -0.5396
C 0.7717 -0.8367 0.7448
C -1.6160 0.3283 0.4771
N -2.5905 0.4160 1.1219
H 3.5021 -0.7281 1.0716
H 0.6662 2.0136 0.4480
H 1.0815 1.3548 -1.1827
H -0.5701 -2.0822 -0.4507
H 0.7543 -1.2718 -1.4570
H 0.6989 -1.3674 1.6929
O -4.1665 0.5731 -1.2555
H -4.2424 0.5474 -0.2323
H -3.6933 -0.2226 -1.5177
*
```


(4)
A single C6H6 molecule in a non-equilibrium geometry, computed with ωB97M-V/def2-TZVPD.

Calculated values
- HOMO energy (alpha / beta) (eV) = -8.778 / -8.778
- Kohn-Sham gap (alpha / beta) (eV) = 9.188 / 9.189
- relative energy (zero: lowest compared OMol25 entry of this formula, charge and spin) (kcal per mole) = 138.2
- SMILES = C/C=C1/C2=C[C@H]21

The geometry in ORCA input format:
```
! wB97M-V def2-TZVPD RIJCOSX def2/J DEFGRID3
* xyz 0 1
C 2.8231 0.2250 -0.3603
C 2.3936 -0.9667 0.0974
C 0.9408 -0.5443 0.0825
C -0.3245 -1.0262 0.1012
C 1.6374 0.6684 0.3178
C -1.5140 -0.0613 -0.1402
H 3.7195 0.6430 -0.7262
H -0.3259 -2.0421 -0.1293
H 1.4566 1.1716 1.3714
H -1.8667 0.2789 0.8925
H -2.2072 -0.7313 -0.6848
H -1.2424 0.9569 -0.5932
*
```


(5)
A molecular structure, C38H42BF2GeOPtS3Si, computed with ωB97M-V/def2-TZVPD.

Calculated values
- HOMO energy (alpha / beta) (eV) = -6.750 / -7.460
- Kohn-Sham gap (alpha / beta) (eV) = 6.573 / 6.870
- <S²> = 0.755
- relative energy (zero: lowest compared OMol25 entry of this formula, charge and spin) (kcal per mole) = 24.0

The geometry in ORCA input format:
```
! wB97M-V def2-TZVPD RIJCOSX def2/J DEFGRID3
* xyz 0 2
Pt 0.4534 0.5937 0.2894
C -3.6701 1.7377 2.1808
C -2.5679 1.1320 1.3487
S -0.9795 1.2200 2.0559
C -2.8125 0.5293 0.1719
C -4.1585 0.4954 -0.4996
S -1.5416 -0.3287 -0.6857
H -3.2664 2.1688 3.0949
H -4.4030 0.9750 2.4567
H -4.1860 2.5282 1.6324
H -4.9677 0.6764 0.2077
H -4.3311 -0.4649 -0.9863
H -4.2073 1.2616 -1.2792
C 3.3383 -0.7628 -4.8220
C 3.1860 -1.9225 -3.8546
S 3.0012 -1.4416 -2.1216
O 1.9042 -0.4187 -2.1124
C 4.5919 -0.5923 -1.8556
C 4.5335 0.9145 -2.0353
H 3.2206 -1.1155 -5.8468
H 4.3201 -0.2983 -4.7402
H 2.5768 -0.0083 -4.6255
H 4.0236 -2.6229 -3.8945
H 2.2706 -2.4837 -4.0534
H 5.3122 -1.0779 -2.5171
H 4.8564 -0.8346 -0.8269
H 4.3324 1.2085 -3.0629
H 5.4837 1.3521 -1.7273
H 3.7467 1.3311 -1.4088
F 2.4211 1.5174 2.3924
B 2.2211 0.8508 1.2527
F 3.2869 0.1103 0.8850
C -4.8118 -2.3088 3.6567
C -3.5540 -2.2183 4.2337
C -2.4248 -2.1345 3.4299
C -2.5406 -2.1361 2.0411
C -3.8100 -2.2292 1.4742
C -4.9396 -2.3177 2.2744
Ge -0.9311 -2.0309 0.9592
C 0.6289 -2.2972 2.1259
C 1.2336 -3.5535 2.0439
C 2.2545 -3.9054 2.9170
C 2.6895 -3.0074 3.8792
C 2.0877 -1.7621 3.9794
C 1.0603 -1.4131 3.1141
C -0.7967 -3.4048 -0.4211
C -1.8578 -4.2395 -0.7629
C -1.7370 -5.1411 -1.8127
C -0.5561 -5.2135 -2.5375
C 0.5089 -4.3883 -2.2031
C 0.3861 -3.4918 -1.1518
H -5.6928 -2.3746 4.2824
H -3.4496 -2.2126 5.3112
H -1.4482 -2.0589 3.8912
H -3.9233 -2.2293 0.3984
H -5.9194 -2.3903 1.8187
H 0.9104 -4.2665 1.2987
H 2.7095 -4.8848 2.8395
H 3.4934 -3.2787 4.5515
H 2.4180 -1.0534 4.7279
H 0.5869 -0.4473 3.2236
H -2.7848 -4.2025 -0.2025
H -2.5664 -5.7908 -2.0625
H -0.4646 -5.9166 -3.3556
H 1.4393 -4.4447 -2.7561
H 1.2274 -2.8592 -0.8937
C 2.5013 6.2219 1.6235
C 1.6194 5.3259 2.2126
C 1.1895 4.2094 1.5115
C 1.6250 3.9701 0.2060
C 2.5149 4.8817 -0.3689
C 2.9536 5.9967 0.3324
Si 0.9938 2.5591 -0.8497
C -0.6863 2.9978 -1.5589
C -1.0548 2.5161 -2.8179
C -2.3115 2.7761 -3.3431
C -3.2278 3.5213 -2.6110
C -2.8820 3.9997 -1.3550
C -1.6219 3.7370 -0.8339
H 2.8389 7.0920 2.1726
H 1.2718 5.4938 3.2243
H 0.5176 3.5091 1.9903
H 2.8750 4.7153 -1.3786
H 3.6469 6.6889 -0.1287
H 1.9207 2.4261 -1.9943
H -0.3505 1.9174 -3.3867
H -2.5786 2.3981 -4.3222
H -4.2085 3.7295 -3.0206
H -3.5947 4.5787 -0.7804
H -1.3666 4.1115 0.1517
*
```